No. 1
C23H15BF13NOS4W | wB97M-V/def2-TZVPD

Its total charge is +2. Its relative energy (zero: lowest compared OMol25 entry of this formula, charge and spin) is 0.000 eV. As for the largest force on an atom: 0.7 eV Å⁻¹. The LUMO energy (alpha / beta) comes out at -8.61 / -8.61 eV. As for the orbital gap (alpha / beta): 0.2172 / 0.2173 Ha.

The geometry in XYZ format:
```
59
Properties=species:S:1:pos:R:3:forces:R:3
W 0.635 0.488 0.051 -0.5 -0.2 -0.5
S 2.723 0.592 -0.972 0.0 -0.1 -0.1
C 2.760 -0.477 -2.366 0.1 0.0 0.0
C 3.942 -1.054 -2.809 0.0 0.0 0.0
C 3.900 -1.894 -3.914 0.0 0.0 0.0
C 2.705 -2.146 -4.576 0.0 0.0 0.0
C 1.521 -1.553 -4.151 0.0 0.0 0.0
C 1.575 -0.731 -3.041 -0.1 0.0 0.0
S 0.224 0.222 -2.436 0.0 0.1 0.2
C -1.181 -0.901 -2.489 0.1 0.0 0.0
C -2.121 -0.479 -1.409 -0.1 -0.1 0.0
C -3.476 -0.425 -1.646 0.0 0.0 0.0
C -4.332 -0.105 -0.604 0.0 0.0 0.0
C -3.796 0.082 0.652 0.0 -0.1 0.0
C -2.423 -0.009 0.830 -0.1 0.0 0.1
C -1.910 0.056 2.238 0.0 0.0 0.0
S -0.107 -0.008 2.429 0.0 -0.1 0.0
C 0.144 -1.744 2.664 0.0 0.0 -0.1
C -0.041 -2.270 3.933 0.0 0.0 0.0
C 0.101 -3.637 4.120 0.0 0.0 0.0
C 0.434 -4.452 3.047 0.0 0.0 0.0
C 0.645 -3.915 1.785 0.0 0.0 0.0
C 0.505 -2.546 1.588 -0.2 0.0 -0.1
S 0.978 -1.868 0.027 0.4 0.4 0.3
N -1.584 -0.224 -0.193 0.2 0.1 0.0
H 4.873 -0.862 -2.292 0.0 0.0 0.0
H 4.814 -2.358 -4.261 0.0 0.0 0.0
H 2.691 -2.799 -5.437 0.0 0.0 0.0
H 0.597 -1.728 -4.686 0.0 0.0 0.0
H -1.640 -0.837 -3.473 0.0 0.0 0.0
H -0.810 -1.912 -2.306 0.0 0.0 0.0
H -3.856 -0.623 -2.639 0.0 0.0 0.0
H -5.399 -0.025 -0.768 0.0 0.0 0.0
H -4.428 0.288 1.505 0.0 0.0 0.0
H -2.262 0.945 2.760 0.0 0.1 -0.1
H -2.275 -0.820 2.776 -0.1 0.1 0.1
H -0.283 -1.618 4.764 0.0 0.0 0.0
H -0.036 -4.061 5.105 0.0 0.0 0.0
H 0.548 -5.518 3.194 0.0 0.0 0.0
H 0.935 -4.552 0.960 0.0 0.0 0.0
F 3.076 -0.534 2.235 0.0 -0.1 0.0
B 3.601 0.257 3.172 -0.1 -0.1 0.0
F 2.893 0.456 4.262 0.0 0.1 0.0
F 4.769 0.802 2.975 0.0 0.0 0.0
F 1.705 1.571 1.147 0.1 -0.2 0.0
F -2.631 3.168 1.239 0.1 0.0 0.0
C -1.388 3.676 1.234 -0.1 0.0 0.0
F -0.713 3.048 2.210 0.0 0.0 0.0
F -1.442 4.962 1.500 0.0 0.0 0.0
C -0.705 3.394 -0.135 0.0 0.0 -0.1
O -0.441 2.035 -0.199 0.2 0.0 0.3
C 0.602 4.242 -0.280 0.0 0.0 0.0
F 1.237 4.334 0.884 0.0 0.0 -0.1
F 1.415 3.639 -1.154 0.0 0.0 0.0
F 0.316 5.459 -0.717 0.1 -0.1 0.0
C -1.680 3.698 -1.316 -0.1 0.0 0.0
F -2.614 2.735 -1.380 0.0 0.0 0.0
F -2.280 4.864 -1.172 0.0 0.0 0.0
F -1.007 3.674 -2.465 0.0 0.0 0.0
```
Positions in Å, forces in eV/Å.

Löwdin atomic charge list, values in e, 6 entries: 1.230 0.815 -0.631 -0.050 -0.020 -0.021

---

No. 2
C23H15Cl4N2P | wB97M-V/def2-TZVPD

Its relative energy (zero: lowest compared OMol25 entry of this formula, charge and spin) is 0.214 eV. As for the largest force on an atom: 2.5 eV Å⁻¹. The LUMO energy comes out at 0.23 eV. As for the orbital gap: 0.3360 Ha.

The geometry in XYZ format:
```
45
Properties=species:S:1:pos:R:3:forces:R:3
Cl -0.817 5.841 -0.188 -0.2 0.0 -0.2
C -0.684 4.271 -0.908 -0.2 0.3 -0.7
N -1.195 4.125 -2.124 -0.3 -0.9 -0.6
C -1.102 2.940 -2.743 0.9 -0.2 1.4
Cl -1.846 2.723 -4.305 0.2 0.4 0.6
C -0.386 1.860 -2.143 -1.5 1.1 -1.7
Cl -0.211 0.328 -2.960 0.0 0.6 0.3
C 0.128 2.052 -0.873 1.8 -1.0 0.0
N 0.923 1.084 -0.309 -0.6 -0.4 0.3
P 0.157 0.151 0.707 0.0 -0.3 0.6
C -1.687 0.498 0.833 -0.3 -0.2 0.0
C -2.545 0.085 -0.226 0.2 0.2 0.5
C -3.916 0.335 -0.159 -0.2 0.4 1.2
C -4.483 0.978 0.983 1.3 -0.7 0.1
C -3.660 1.342 2.071 0.2 0.0 -1.8
C -2.270 1.161 1.929 0.1 0.1 0.3
C 0.943 0.322 2.400 0.1 -0.6 -0.5
C 0.311 -0.061 3.596 0.2 0.3 -0.4
C 0.937 0.144 4.814 0.2 0.3 0.5
C 2.216 0.705 4.861 0.0 -0.3 0.2
C 2.890 1.024 3.683 -0.6 -0.1 0.1
C 2.263 0.815 2.450 0.4 0.3 0.0
C 0.263 -1.598 0.163 0.5 -1.1 -0.2
C 1.157 -2.081 -0.861 -0.5 0.4 1.0
C 1.226 -3.453 -1.152 0.0 0.7 0.1
C 0.381 -4.353 -0.490 0.4 0.8 -0.1
C -0.512 -3.882 0.457 -0.1 0.3 0.1
C -0.550 -2.538 0.827 0.6 0.2 -1.1
C -0.023 3.268 -0.240 -0.2 1.1 0.8
Cl 0.630 3.543 1.363 -0.3 -0.3 -0.7
H -2.151 -0.425 -1.106 0.0 0.1 0.3
H -4.569 -0.021 -0.950 0.1 0.2 0.0
H -5.544 1.141 1.067 -0.2 0.0 -0.2
H -4.083 1.864 2.926 0.2 -0.2 -0.1
H -1.635 1.600 2.699 0.0 -0.3 -0.1
H -0.685 -0.481 3.596 -0.1 0.0 -0.2
H 0.423 -0.074 5.761 0.2 -0.1 -0.6
H 2.685 0.836 5.842 -0.1 0.1 -0.5
H 3.879 1.477 3.724 -0.1 -0.2 -0.1
H 2.877 1.102 1.574 -1.0 -0.3 0.3
H 1.821 -1.389 -1.396 -0.4 -0.2 0.3
H 1.964 -3.768 -1.902 -0.5 -0.1 0.4
H 0.450 -5.405 -0.683 -0.1 -0.3 -0.2
H -1.215 -4.556 0.912 0.0 -0.3 0.2
H -1.259 -2.206 1.564 -0.2 0.0 0.3
```
Positions in Å, forces in eV/Å.

Löwdin atomic charge list, values in e, 6 entries: 0.674 -0.751 0.043 -0.707 0.660 -0.587

---

No. 3
C23H15ClIrN2O5STe | wB97M-V/def2-TZVPD

Its relative energy (zero: lowest compared OMol25 entry of this formula, charge and spin) is 0.000 eV. As for the spin multiplicity: 2. As for the largest force on an atom: 0.6 eV Å⁻¹. The LUMO energy (alpha / beta) comes out at -1.35 / -1.35 eV. As for the orbital gap (alpha / beta): 0.2385 / 0.2382 Ha. The expectation value of S² is 0.761.

The geometry in XYZ format:
```
49
Properties=species:S:1:pos:R:3:forces:R:3
Ir 1.646 1.309 1.666 0.5 -0.2 0.3
Cl -4.409 -1.744 4.290 0.1 0.0 0.0
C -2.807 -1.211 3.868 0.0 0.0 0.1
C -1.719 -1.580 4.682 0.0 0.0 0.0
C -0.457 -1.170 4.372 0.0 0.0 0.0
C -0.187 -0.340 3.247 0.1 -0.2 -0.1
O 1.046 0.002 3.068 0.0 0.2 0.3
C -1.298 0.018 2.425 0.0 0.1 -0.1
C -1.235 0.846 1.266 -0.1 -0.1 0.1
N -0.177 1.426 0.802 0.2 0.2 -0.2
C -0.197 2.287 -0.331 0.1 -0.1 0.1
C -1.270 2.552 -1.135 -0.1 0.1 -0.1
C -1.140 3.421 -2.241 0.0 -0.1 0.1
C 0.052 4.014 -2.536 0.0 0.0 0.0
C 1.180 3.768 -1.718 0.0 0.1 -0.1
C 2.453 4.344 -1.953 0.0 0.0 0.0
C 3.495 4.036 -1.133 0.0 -0.1 0.1
C 3.284 3.154 -0.053 0.1 0.1 0.0
N 2.110 2.629 0.201 -0.2 0.1 0.0
C 1.045 2.909 -0.622 0.1 0.0 0.1
C -2.597 -0.442 2.769 0.0 0.0 0.0
H -1.896 -2.194 5.555 0.0 0.0 0.0
H 0.388 -1.449 4.986 0.0 0.0 0.0
H -2.182 1.009 0.757 0.0 0.0 0.0
H -2.236 2.107 -0.943 0.0 0.0 0.0
H -2.006 3.606 -2.862 0.0 0.0 0.0
H 0.151 4.673 -3.389 0.0 0.0 0.0
H 2.581 5.021 -2.788 0.0 0.0 0.0
H 4.481 4.448 -1.289 0.0 0.0 0.0
H 4.085 2.874 0.618 0.0 0.0 0.0
H -3.436 -0.165 2.142 0.0 0.0 0.0
O 3.360 1.577 2.726 -0.4 -0.1 -0.1
O 2.790 2.374 3.575 0.0 0.2 0.0
Te 2.822 -0.562 0.417 -0.3 0.0 -0.5
O -1.894 -6.299 -1.631 0.1 0.0 0.0
C -1.885 -5.283 -2.525 -0.1 0.0 0.1
O -2.575 -5.344 -3.503 0.0 0.0 0.0
C -0.995 -4.121 -2.220 0.0 0.0 -0.1
C 0.108 -4.198 -1.377 0.0 0.0 0.0
C 0.934 -3.102 -1.183 0.0 0.0 0.0
C 0.653 -1.898 -1.819 -0.2 0.0 0.1
S 1.646 -0.439 -1.686 0.3 -0.1 0.1
C -0.458 -1.817 -2.663 0.0 0.0 0.0
C -1.264 -2.918 -2.868 0.0 0.0 0.0
H -1.358 -6.073 -0.863 0.0 0.0 0.0
H 0.372 -5.125 -0.880 0.0 0.0 0.0
H 1.797 -3.188 -0.538 0.0 0.0 0.0
H -0.682 -0.880 -3.157 0.0 0.0 0.0
H -2.122 -2.865 -3.526 0.0 0.0 0.0
```
Positions in Å, forces in eV/Å.

Löwdin atomic charge list, values in e, 6 entries: 0.987 0.651 -0.674 -0.086 0.006 -0.331